Entry 1:
A structure of composition C25H30Cl3MnNO3 in a non-equilibrium geometry. Source: the Open Molecules 2025 dataset; level of theory: ωB97M-V with the def2-TZVPD basis set.

Each line ends with the Mulliken spin population.
Geometry (Å):
C1 -2.73770 1.13973 -3.63740  -0.015
C2 -1.64692 0.56822 -4.29934  -0.003
C3 -0.56711 1.50005 -4.27200  0.000
C4 -1.58626 -0.77713 -4.92907  -0.002
C5 -0.98988 2.66572 -3.59447  0.001
C6 -2.35815 2.44606 -3.15094  0.014
C7 -3.12565 3.28995 -2.36717  0.011
C8 -4.08067 0.52971 -3.42222  -0.001
C9 0.77331 1.27243 -4.86371  0.004
C10 -0.17762 3.84481 -3.29218  -0.008
Mn1 -1.15177 0.67883 0.15220  2.922
Cl1 -2.06473 -1.89426 -1.73564  0.007
Cl2 -1.44428 1.85162 2.05646  -0.003
Cl3 0.64939 1.32508 -1.07114  0.067
H1 -2.23577 -1.46595 -4.37766  0.001
H2 -0.57077 -1.19273 -4.87710  0.000
H3 -1.88737 -0.75311 -5.98229  0.000
H4 1.07662 0.22408 -4.73728  0.000
H5 1.52124 1.90715 -4.39189  0.001
H6 0.78003 1.48838 -5.93872  0.000
H7 0.70949 3.55892 -2.68110  0.002
H8 -0.76887 4.55623 -2.74929  0.000
H9 0.17709 4.31455 -4.22503  0.000
H10 -2.70115 4.25159 -2.08271  -0.002
H11 -3.33936 1.73974 -0.57626  0.005
H12 -4.16869 3.03191 -2.19457  0.000
H13 -4.02376 -0.54138 -3.55129  0.000
H14 -4.81887 0.95641 -4.13622  0.000
H15 -4.43999 0.75883 -2.41624  0.001
O1 -3.07326 0.87099 -0.15448  0.002
H16 -3.38497 0.94751 0.75819  0.004
C11 0.28559 1.16148 4.90776  -0.002
C12 1.31909 1.01545 3.81347  0.003
C13 1.56366 2.07014 2.94181  0.003
C14 2.37769 1.90160 1.83403  -0.003
C15 2.95579 0.66652 1.58912  0.009
C16 2.64567 -0.41036 2.42598  -0.006
N1 3.06755 -1.68532 2.03222  0.000
C17 2.36228 -2.87873 2.05428  -0.002
C18 3.10463 -4.09108 2.00802  -0.001
C19 2.46501 -5.31929 2.15240  0.000
C20 1.09102 -5.35677 2.35131  0.000
C21 0.35397 -4.18391 2.34457  0.001
C22 0.95938 -2.94871 2.13621  0.005
C23 0.07095 -1.70869 1.99878  -0.015
O2 -0.75639 -1.51156 2.95269  0.003
O3 0.19207 -1.01600 0.94870  -0.001
C24 1.96028 -0.22337 3.64725  0.002
C25 1.87006 -1.27048 4.69875  -0.001
H17 -0.53717 0.42703 4.75260  0.000
H18 0.70740 0.99976 5.91362  0.000
H19 -0.17388 2.16727 4.86324  0.000
H20 1.05247 3.00268 3.11372  0.000
H21 2.54182 2.71207 1.13811  -0.002
H22 3.59261 0.47081 0.72458  0.000
H23 3.94783 -1.71771 1.52094  0.000
H24 4.19990 -4.01483 1.85023  0.000
H25 3.06124 -6.22448 2.10163  0.000
H26 0.59757 -6.29911 2.47932  0.000
H27 -0.72522 -4.20095 2.51158  0.000
H28 0.88727 -1.76797 4.65358  0.000
H29 2.65224 -2.02920 4.58845  0.000
H30 1.96398 -0.83025 5.69155  0.000

Computed properties:
2S+1 ... 4
Lowest unoccupied orbital energy (alpha / beta) ... 4.537 / 4.533 eV
HOMO-LUMO gap (alpha / beta) ... 6.4 / 6.1 eV
Total charge ... -2

Entry 2:
A structure of composition C25H30F10GeN3Ru. Source: the Open Molecules 2025 dataset; level of theory: ωB97M-V with the def2-TZVPD basis set.

Each line ends with the Mulliken spin population.
Geometry (Å):
Ru1 0.43613 0.27018 -1.44944  1.974
C1 3.26175 -0.16305 -1.19302  0.001
N1 2.29872 0.19821 -2.27326  -0.091
C2 2.67252 1.51892 -2.87604  0.002
C3 2.09206 2.64224 -2.04036  -0.009
N2 0.67297 2.29584 -1.84544  0.369
C4 -0.31693 3.17983 -1.89922  0.112
C5 -1.65180 2.69061 -2.08367  0.110
F1 -1.80807 1.35634 -2.18516  0.023
C6 -2.73364 3.50042 -2.22763  0.010
F2 -3.93412 3.02169 -2.43468  -0.001
C7 -2.54407 4.90196 -2.16903  0.254
F3 -3.56348 5.68614 -2.29777  0.051
C8 -1.26373 5.44220 -1.95691  -0.026
F4 -1.12728 6.73906 -1.86787  -0.005
C9 -0.18470 4.60818 -1.81730  0.135
F5 0.99748 5.12835 -1.55015  0.018
C10 2.23742 -0.87104 -3.32037  0.058
C11 1.59789 -2.12480 -2.76280  -0.068
N3 0.39589 -1.71421 -2.01119  0.353
C12 -0.53256 -2.57036 -1.59719  0.118
C13 -1.63350 -2.05764 -0.84329  0.071
F6 -1.62303 -0.72600 -0.54224  0.010
C14 -2.66113 -2.81700 -0.38562  0.007
F7 -3.63885 -2.30474 0.32341  -0.001
C15 -2.65473 -4.20301 -0.66728  0.236
F8 -3.62609 -4.94121 -0.23383  0.046
C16 -1.59659 -4.77515 -1.38436  -0.025
F9 -1.60253 -6.06164 -1.61548  -0.007
C17 -0.55852 -3.98812 -1.82495  0.165
F10 0.43467 -4.55710 -2.47432  0.022
H1 4.22449 -0.42451 -1.63647  0.012
H2 2.89335 -1.01621 -0.62375  0.007
H3 3.39761 0.68588 -0.52724  -0.002
H4 2.24506 1.55041 -3.87750  0.008
H5 3.75858 1.58632 -2.96073  0.000
H6 2.22035 3.58410 -2.56722  0.005
H7 2.58548 2.73806 -1.06961  0.010
H8 3.23997 -1.06222 -3.70979  -0.001
H9 1.62866 -0.47771 -4.13487  0.002
H10 2.26987 -2.67808 -2.10193  0.017
H11 1.34259 -2.78644 -3.58876  0.013
C18 0.17802 1.42538 4.12402  0.002
C19 -1.06601 2.29304 4.01250  0.001
C20 -1.96389 1.80965 2.88038  0.000
C21 -1.23444 1.84760 1.52504  0.016
Ge1 0.29751 0.67023 1.62646  -0.028
C22 0.17939 -1.23471 1.94461  0.011
C23 0.75520 -1.88131 3.21297  -0.002
C24 0.83056 -3.40192 3.06239  0.002
C25 -0.51428 -4.05828 2.77057  -0.003
H12 0.80978 1.65506 4.98452  0.000
H13 0.91381 1.61476 3.29861  -0.002
H14 -0.07484 0.36462 4.21740  -0.001
H15 -0.78962 3.33944 3.87171  0.000
H16 -1.61353 2.23733 4.95345  0.000
H17 -2.87330 2.40532 2.80268  0.000
H18 -2.28739 0.78549 3.09755  0.000
H19 -0.86949 2.84865 1.28350  -0.003
H20 -1.89519 1.51597 0.71972  0.005
H21 1.67728 1.17896 1.17201  0.007
H22 0.70836 -1.65168 1.07337  0.003
H23 -0.87766 -1.48384 1.83350  0.000
H24 0.11213 -1.63795 4.06194  0.000
H25 1.74881 -1.48479 3.43214  0.000
H26 1.24170 -3.81373 3.98432  0.000
H27 1.54976 -3.64954 2.27454  0.000
H28 -1.26823 -3.75930 3.50194  0.000
H29 -0.43457 -5.14320 2.80870  0.000
H30 -0.88804 -3.79593 1.77382  0.007

Computed properties:
2S+1 ... 5
Lowest unoccupied orbital energy (alpha / beta) ... -9.773 / -11.679 eV
HOMO-LUMO gap (alpha / beta) ... 7.5 / 6.7 eV
Total charge ... +3

Entry 3:
A structure of composition C25H30HfN4O13P2. Source: the Open Molecules 2025 dataset; level of theory: ωB97M-V with the def2-TZVPD basis set.

Each line ends with the Mulliken charge.
Geometry (Å):
Hf1 -0.03174 -0.17305 1.14417  2.337
C1 0.59781 -1.54512 4.12719  -1.141
N1 -0.47928 -0.80697 3.44273  0.282
C2 -0.74318 0.43755 4.20027  -1.223
C3 -1.70718 -1.62217 3.42522  -1.487
C4 -2.75430 -0.95249 2.57353  1.102
C5 -4.08671 -1.00390 2.96078  -0.785
C6 -5.06795 -0.44243 2.16128  -0.777
C7 -4.70121 0.18391 0.98291  -1.099
C8 -3.35775 0.26655 0.63532  0.094
C9 -2.33020 -0.27715 1.41563  0.709
H1 0.27936 -1.79887 5.14366  0.420
H2 1.48717 -0.92051 4.16750  0.216
H3 0.82432 -2.45842 3.57818  0.327
H4 -1.11884 0.17947 5.19681  0.408
H5 -1.49405 1.03943 3.68920  0.347
H6 0.17938 1.00063 4.29825  0.405
H7 -2.07170 -1.79083 4.44728  0.519
H8 -1.43645 -2.59419 2.99977  0.250
H9 -4.36146 -1.49323 3.88799  0.435
H10 -6.10676 -0.48605 2.45886  0.384
H11 -5.45413 0.62638 0.34381  0.467
H12 -3.12649 0.78099 -0.29198  0.117
O1 0.98506 6.93062 1.66885  -0.703
C10 0.09233 6.46240 0.94945  0.437
O2 -0.72767 7.00315 0.19330  -0.715
C11 -0.01114 4.91027 0.99395  0.072
C12 -1.06704 4.23757 0.39781  -1.125
C13 -1.12249 2.86116 0.44997  0.023
N2 -0.18525 2.11609 1.05400  0.460
C14 0.84857 2.76907 1.63049  0.711
C15 0.96937 4.14055 1.62413  -1.010
C16 1.86391 1.87766 2.29416  0.082
O3 2.91015 2.26819 2.74217  -0.674
O4 1.45598 0.62250 2.32083  -0.615
H13 -1.82561 4.82013 -0.10732  0.546
H14 -1.94067 2.31731 0.00145  0.191
H15 1.80101 4.63156 2.10871  0.646
C17 2.82647 -4.13678 -1.33741  -1.918
C18 1.92709 -2.95545 -0.98158  0.975
O5 1.16475 -2.52572 -2.09940  -0.377
P1 2.87795 -1.50959 -0.42901  0.266
O6 3.83734 -2.02906 0.69514  -0.602
O7 3.81478 -1.11006 -1.62386  -0.598
O8 1.93363 -0.43056 -0.03011  -0.179
P2 0.88166 -3.34622 0.49849  0.661
O9 0.06780 -4.65384 0.08296  -0.568
O10 1.79622 -3.55017 1.65422  -0.963
O11 -0.15454 -2.22542 0.58531  -0.366
H16 3.48580 -3.86572 -2.16061  0.429
H17 2.20553 -4.97748 -1.65313  0.476
H18 3.42949 -4.45497 -0.48930  0.385
H19 0.56577 -3.23824 -2.35411  0.366
H20 3.32313 -2.54975 1.36399  0.440
H21 4.25888 -0.25144 -1.54035  0.380
H22 0.37336 -5.44168 0.55832  0.412
O12 0.49363 0.00501 -6.66196  -0.531
C19 1.60157 0.26063 -5.82421  -0.613
N3 1.59011 1.55822 -5.21082  -0.087
C20 1.02999 1.92554 -4.01771  -0.079
O13 1.20975 3.02946 -3.55070  -0.635
C21 0.12619 0.95130 -3.31356  -0.325
C22 -0.78643 0.09973 -3.92625  -0.032
C23 -1.58062 -0.71095 -3.13019  -1.548
C24 -1.40772 -0.67718 -1.75918  -0.324
N4 -0.53106 0.14530 -1.16718  0.814
C25 0.19875 0.95940 -1.92713  -0.256
H23 0.50187 0.63019 -7.39299  0.313
H24 2.53660 0.16184 -6.38570  0.406
H25 1.57677 -0.51550 -5.05936  0.392
H26 2.12436 2.30297 -5.63301  0.273
H27 -0.87252 0.07060 -5.00351  0.685
H28 -2.31512 -1.37503 -3.56128  0.492
H29 -1.97512 -1.32171 -1.10193  0.669
H30 0.87876 1.63460 -1.42318  0.530

Computed properties:
ΔE to the lowest compared entry with this formula, charge and spin ... 0.0 kcal per mole
Lowest unoccupied orbital energy ... -0.767 eV
HOMO-LUMO gap ... 6.6 eV